Record 1
# C5H10O2

One molecule with the formula C5H10O2 (wB97M-V/def2-TZVPD, the OMol25 dataset).

## Properties
F_max, eV/A: 2.1
Kohn-Sham gap, eV: 10.29
SMILES: COC[C@@H](C)C=O
E_LUMO, eV: 0.88
Molar mass, g mol⁻¹: 102.1
E_tot, eV: -9440.73977

```
! RIJCOSX wB97M-V def2-TZVPD def2/J DEFGRID3
* xyz 0 1
C -2.12 -1.41 -0.80
O -0.79 -1.22 -0.41
C -0.45 0.15 -0.44
C 0.96 0.22 0.02
C 1.57 1.63 0.07
C 1.08 -0.54 1.36
O 2.22 -0.90 1.51
H -2.82 -0.87 -0.14
H -2.33 -2.48 -0.75
H -2.27 -1.06 -1.84
H -1.07 0.73 0.25
H -0.53 0.55 -1.46
H 1.57 -0.37 -0.69
H 2.59 1.61 0.46
H 1.62 2.06 -0.94
H 0.96 2.28 0.70
H 0.30 -1.02 2.03
*
```

***

Record 2
# CHBrN2

A 2-piece molecular cluster, CHBrN2 overall (wB97M-V/def2-TZVPD, the OMol25 dataset).

## Properties
F_max, eV/A: 4.0
Kohn-Sham gap (alpha / beta), eV: 8.72 / 8.74
E_LUMO (alpha / beta), eV: -1.16 / -1.17
Molar mass, g mol⁻¹: 120.9
E_tot, eV: -74069.48082

```
! RIJCOSX wB97M-V def2-TZVPD def2/J DEFGRID3
* xyz 0 1
C 0.09 0.04 -0.08
N 0.03 -1.26 -0.58
N -0.04 -1.16 0.65
Br 1.55 1.21 0.01
H -1.63 1.17 0.00
*
```

***

Record 3
# C4H6N2O

One molecule with the formula C4H6N2O (wB97M-V/def2-TZVPD, the OMol25 dataset).

## Properties
F_max, eV/A: 1.7
Kohn-Sham gap, eV: 8.61
SMILES: Cc1ncc(O)[nH]1
E_LUMO, eV: 0.75
Molar mass, g mol⁻¹: 98.1
E_tot, eV: -9272.03782

```
! RIJCOSX wB97M-V def2-TZVPD def2/J DEFGRID3
* xyz 0 1
C -0.59 0.35 2.03
C -0.30 0.32 0.57
N 0.17 1.33 -0.12
C 0.40 0.83 -1.38
C 0.18 -0.51 -1.40
O 1.03 -1.42 -1.95
N -0.40 -0.82 -0.18
H -0.05 1.21 2.43
H -0.22 -0.56 2.52
H -1.65 0.46 2.22
H 0.87 1.39 -2.17
H 1.51 -0.98 -2.66
H -0.95 -1.63 0.07
*
```

***

Record 4
# C6H9ClN2

A 2-piece molecular cluster, C6H9ClN2 overall (wB97M-V/def2-TZVPD, the OMol25 dataset).

## Properties
F_max, eV/A: 3.2
Kohn-Sham gap (alpha / beta), eV: 7.48 / 7.61
E_LUMO (alpha / beta), eV: -0.35 / -0.13
Molar mass, g mol⁻¹: 144.6
E_tot, eV: -21864.98711

```
! RIJCOSX wB97M-V def2-TZVPD def2/J DEFGRID3
* xyz 0 1
C -2.26 2.13 -2.79
C -1.46 2.30 -1.68
C 1.04 -2.25 1.26
C 0.54 0.37 1.28
C 0.07 -1.13 -0.56
C 0.98 -0.84 0.52
N -3.15 1.81 -3.45
N -0.79 3.05 -1.02
Cl -1.27 -0.21 -1.06
H 0.02 -2.60 1.37
H 1.52 -2.96 0.56
H 1.73 -2.08 2.17
H -0.59 0.59 1.30
H 0.74 0.43 2.30
H 0.95 1.27 0.86
H 0.19 -2.08 -1.08
H 1.97 -0.59 0.26
H -0.23 2.78 -0.25
*
```

***

Record 5
# C3H6N2O

A 2-piece molecular cluster, C3H6N2O overall (wB97M-V/def2-TZVPD, the OMol25 dataset).

## Properties
F_max, eV/A: 3.7
Kohn-Sham gap (alpha / beta), eV: 2.96 / 7.62
E_LUMO (alpha / beta), eV: 4.42 / 4.30
Molar mass, g mol⁻¹: 86.1
E_tot, eV: -8233.76278
<S²>: 0.761

```
! RIJCOSX wB97M-V def2-TZVPD def2/J DEFGRID3
* xyz -1 2
C -0.66 1.13 0.35
C -1.63 0.43 -0.40
N -1.25 -0.93 -0.28
C -0.12 -0.98 0.51
N 0.30 0.28 0.86
H -0.47 2.14 0.44
H -2.43 0.76 -0.99
H -1.84 -1.66 -0.77
H 0.44 -1.85 0.72
H 1.89 0.51 0.16
H 2.95 -0.38 -0.49
O 2.83 0.56 -0.10
*
```

***

Record 6
# H8O4

A 4-piece molecular cluster, H8O4 overall (wB97M-V/def2-TZVPD, the OMol25 dataset).

## Properties
F_max, eV/A: 2.3
Kohn-Sham gap, eV: 11.03
SMILES: O.O.O.O
E_LUMO, eV: 0.31
Molar mass, g mol⁻¹: 72.1
E_tot, eV: -8319.88138

```
! RIJCOSX wB97M-V def2-TZVPD def2/J DEFGRID3
* xyz 0 1
O -0.78 -1.10 -2.06
H -0.18 -1.07 -1.28
H -1.13 -1.96 -1.99
O 0.88 -0.02 -0.18
H 1.66 0.35 -0.54
H 0.37 0.75 0.12
O -0.69 2.24 0.24
H -1.28 2.60 0.94
H -0.84 2.70 -0.55
O 0.70 -1.87 1.73
H 0.90 -1.24 1.05
H 0.38 -1.39 2.51
*
```

***

Copy entry 2 word for word.
# CHBrN2

A 2-piece molecular cluster, CHBrN2 overall (wB97M-V/def2-TZVPD, the OMol25 dataset).

## Properties
F_max, eV/A: 4.0
Kohn-Sham gap (alpha / beta), eV: 8.72 / 8.74
E_LUMO (alpha / beta), eV: -1.16 / -1.17
Molar mass, g mol⁻¹: 120.9
E_tot, eV: -74069.48082

```
! RIJCOSX wB97M-V def2-TZVPD def2/J DEFGRID3
* xyz 0 1
C 0.09 0.04 -0.08
N 0.03 -1.26 -0.58
N -0.04 -1.16 0.65
Br 1.55 1.21 0.01
H -1.63 1.17 0.00
*
```

***

Which value of E_tot does entry 5 give?
-8233.76278 eV

***

Among the records above, which one has the highest E_tot?
C3H6N2O